Computed, not measured: 2 unconnected molecules or ions with the total composition C8H11NO, with ωB97M-V/def2-TZVPD.

Structure (XYZ):
```
21
Properties=species:S:1:pos:R:3:lowdin_charge:R:1
C -2.63614 0.38249 -0.15821 -0.017
C -1.14111 0.31900 -0.05716 -0.372
C -0.10795 1.41671 -0.37267 0.000
C 0.73757 0.21011 0.05630 -0.272
C 2.20683 0.04680 0.23143 -0.434
N 3.00166 -0.19614 -0.80094 0.092
C -0.30081 -0.21046 1.15675 -0.109
C -0.35405 -1.66110 0.65148 -0.063
C -0.21707 -0.81526 -0.62845 -0.122
H -3.03459 1.17876 0.48672 0.085
H -2.94283 0.59161 -1.19322 0.084
H -3.09214 -0.57026 0.14724 0.081
H -0.01598 1.72560 -1.42443 0.121
H -0.09717 2.28588 0.30115 0.123
H -0.32536 0.18480 2.18081 0.149
H 0.49110 -2.31425 0.91493 0.109
H -1.30573 -2.19433 0.78993 0.104
H -0.16408 -1.13381 -1.67856 0.143
O 2.83623 0.95521 0.90931 -0.051
H 2.66110 -0.94021 -1.40038 0.070
H 3.80054 0.73885 -0.11203 0.282
```

Computed properties:
lowest unoccupied orbital energy = 0.72 eV
total charge = 0
gap between HOMO and LUMO = 0.379 hartree
energy above the lowest of the compared OMol25 structures with the same formula, charge and spin = 555.0 kJ/mol
strongest force on any atom = 5.79 eV/Å

Computed, not measured: 2 unconnected molecules or ions with the total composition CH3NO2S, with ωB97M-V/def2-TZVPD.

Structure (XYZ):
```
8
Properties=species:S:1:pos:R:3:lowdin_charge:R:1
C 0.04788 0.10805 0.19877 -0.115
N 2.28187 0.70207 0.54277 -0.191
O 2.03252 1.63398 -0.16148 0.003
O 1.25313 -0.17155 0.78019 -0.137
S 4.44745 -0.55558 -0.28423 0.139
H 0.01673 -0.04201 -0.83020 0.061
H -0.13782 1.30924 0.31003 0.150
H -0.67782 -0.59558 0.55628 0.090
```

Computed properties:
lowest unoccupied orbital energy (alpha / beta) = -2.32 / -2.32 eV
total charge = 0
gap between HOMO and LUMO (alpha / beta) = 0.270 / 0.270 hartree
energy above the lowest of the compared OMol25 structures with the same formula, charge and spin = 580.7 kJ/mol
strongest force on any atom = 4.27 eV/Å

Computed, not measured: a molecular structure, C34H71AsF6HgNO14S7, with ωB97M-V/def2-TZVPD.

Structure (XYZ):
```
135
Properties=species:S:1:pos:R:3:lowdin_charge:R:1
Hg 19.68074 11.89956 12.71470 1.339
As 20.45032 10.51817 9.01880 0.745
F 21.44558 9.10930 9.15708 -0.231
F 21.86825 11.52048 9.04504 -0.239
F 19.50755 11.96667 8.91944 -0.223
F 19.04261 9.53237 9.02058 -0.208
F 20.38822 10.64772 10.77470 -0.295
F 20.55805 10.37363 7.31344 -0.205
C 24.42484 6.94415 10.01973 -0.086
C 24.40827 5.55180 10.64381 -0.255
N 24.07842 4.46857 9.74671 -0.195
C 25.24876 3.99347 9.02568 -0.269
C 25.05032 2.59785 8.42395 -0.089
C 22.90758 4.67562 8.91063 -0.241
C 21.66979 4.62662 9.80254 -0.085
H 23.41283 7.27364 9.79180 0.051
H 25.00798 6.98273 9.09386 0.070
H 24.91766 7.72393 10.61123 0.070
H 25.29957 5.29256 11.21015 0.115
H 23.60156 5.57843 11.39450 0.091
H 25.70850 4.67662 8.28562 0.116
H 26.08208 3.84202 9.72582 0.111
H 24.34879 2.64830 7.58609 0.058
H 25.95813 2.20121 7.97046 0.073
H 24.65885 1.93144 9.18880 0.079
H 22.73363 3.88571 8.18421 0.106
H 23.02546 5.60666 8.33447 0.110
H 20.75577 4.64124 9.20317 0.070
H 21.56066 5.44202 10.52823 0.045
H 21.66671 3.72330 10.41381 0.086
C 24.11605 10.80427 5.95529 -0.236
C 24.26993 9.36070 6.36947 -0.241
C 24.48964 8.50335 5.14521 -0.207
S 23.53689 9.31341 3.81531 0.685
O 22.22910 8.71024 3.69870 -0.339
O 24.36976 9.51346 2.66406 -0.314
C 23.23114 10.88687 4.72709 -0.193
H 25.08800 11.29065 5.81658 0.120
H 23.66119 11.39925 6.75486 0.101
H 23.38882 9.05686 6.94875 0.106
H 25.06098 9.23918 7.11317 0.114
H 24.25524 7.45011 5.26049 0.104
H 25.50919 8.62200 4.77034 0.103
H 22.17987 10.83412 4.99533 0.091
H 23.45536 11.69316 4.03496 0.103
C 19.68591 14.94522 7.99152 -0.193
C 19.19326 16.23337 8.64008 -0.203
C 19.04987 15.99376 10.14920 -0.194
S 20.34922 14.81792 10.55117 0.728
O 19.67629 13.65997 11.13228 -0.421
O 21.44548 15.44190 11.24951 -0.312
C 20.86007 14.49799 8.84839 -0.217
H 19.93997 15.09671 6.94685 0.128
H 18.94247 14.14615 8.05450 0.105
H 18.22145 16.56073 8.27130 0.123
H 19.85716 17.08994 8.50235 0.122
H 18.10670 15.46348 10.29089 0.082
H 19.08210 16.86554 10.79288 0.116
H 21.23447 13.48060 8.78228 0.068
H 21.69074 15.18636 8.66769 0.116
C 17.58807 5.85290 12.70613 -0.197
C 18.88995 5.95544 11.92508 -0.222
C 18.75423 7.16172 11.01178 -0.204
S 17.86554 8.40440 11.99353 0.716
O 16.71159 8.80918 11.22388 -0.314
O 18.79796 9.38194 12.51764 -0.398
C 17.36028 7.23397 13.28564 -0.205
H 17.66386 5.12510 13.51289 0.125
H 16.77672 5.53007 12.05148 0.126
H 19.24378 5.07160 11.39329 0.110
H 19.73824 6.13323 12.60262 0.108
H 18.03209 6.92376 10.22789 0.113
H 19.66849 7.58252 10.60792 0.087
H 16.36781 7.50868 13.63853 0.110
H 18.02375 7.42429 14.13226 0.096
C 23.84841 8.18602 15.16088 -0.200
C 24.06583 8.18997 13.65522 -0.199
C 22.72061 8.27492 12.92564 -0.202
S 21.53828 8.98678 14.09920 0.740
O 20.58052 7.99791 14.51991 -0.301
O 21.13762 10.31584 13.63742 -0.425
C 22.73609 9.16359 15.46022 -0.202
H 24.78193 8.41527 15.66894 0.124
H 23.52430 7.20193 15.51391 0.126
H 24.59089 7.34562 13.21496 0.113
H 24.57715 9.12071 13.39369 0.098
H 22.32983 7.27399 12.71515 0.096
H 22.74873 8.80567 11.97675 0.098
H 22.17292 9.05728 16.38487 0.110
H 23.07046 10.20525 15.44781 0.107
C 19.47669 6.29283 5.96130 -0.224
C 19.66979 7.68677 6.53121 -0.242
C 18.41498 8.53314 6.24663 -0.208
S 17.85020 7.85119 4.64150 0.673
O 18.02901 8.80729 3.58845 -0.315
O 16.54566 7.28325 4.90273 -0.340
C 19.01762 6.48009 4.52805 -0.216
H 18.68532 5.74162 6.48391 0.119
H 20.37388 5.68314 6.03000 0.111
H 20.58363 8.15152 6.15321 0.103
H 19.85001 7.68353 7.60871 0.082
H 18.59557 9.59577 6.14802 0.084
H 17.63203 8.35770 6.97847 0.092
H 19.85268 6.81789 3.90989 0.104
H 18.46448 5.69765 4.01699 0.107
C 24.79014 14.78340 12.21106 -0.194
C 25.29955 13.93104 11.03573 -0.200
C 24.09905 13.11326 10.58899 -0.214
S 23.41144 12.47243 12.12017 0.719
O 24.15650 11.29090 12.48338 -0.303
O 21.96372 12.41782 12.11298 -0.414
C 24.00136 13.86526 13.13656 -0.194
H 24.09126 15.48858 11.75714 0.106
H 25.49131 15.35799 12.80896 0.123
H 26.06168 13.20500 11.33790 0.120
H 25.75162 14.58313 10.29360 0.124
H 24.30556 12.29759 9.90351 0.109
H 23.38644 13.81364 10.14862 0.089
H 24.51441 13.47448 14.00799 0.109
H 23.03875 14.31539 13.38954 0.095
C 15.09115 11.48313 9.34391 -0.200
C 14.42357 10.96223 10.61029 -0.189
C 14.98086 11.78379 11.79015 -0.199
S 16.50204 12.55056 11.25298 0.737
O 17.58976 12.02371 12.09008 -0.441
O 16.38215 13.97130 11.16662 -0.277
C 16.56256 11.74701 9.65230 -0.211
H 14.67577 12.37981 8.87503 0.124
H 14.98856 10.75451 8.53458 0.129
H 14.62518 9.91030 10.78472 0.096
H 13.34625 11.11440 10.57541 0.121
H 15.08489 11.20824 12.70670 0.110
H 14.27907 12.57886 12.04992 0.112
H 17.13214 10.81847 9.70674 0.081
H 17.00035 12.39925 8.89952 0.105
```

Computed properties:
lowest unoccupied orbital energy = -4.56 eV
total charge = +1
gap between HOMO and LUMO = 0.205 hartree
strongest force on any atom = 1.70 eV/Å

Computed, not measured: 2 unconnected molecules or ions with the total composition C5H8N2, with ωB97M-V/def2-TZVPD.

Structure (XYZ):
```
15
Properties=species:S:1:pos:R:3:lowdin_charge:R:1
N -1.47840 -0.14252 1.34143 0.078
C -0.67693 0.71132 0.63626 -0.249
C 0.76694 1.00293 0.95080 -0.362
N 0.63288 1.82673 1.83285 0.166
C -0.22446 -0.20843 -1.20729 -0.178
C 0.69361 -1.33939 -0.88705 -0.150
C 1.06642 -0.01704 -1.46810 -0.120
H -2.28265 0.26895 1.79397 0.098
H -1.00976 -0.82777 1.92164 0.104
H -1.19817 1.47847 0.07118 0.122
H -1.21200 -0.07735 -1.62105 0.119
H 0.92697 -1.57880 0.16465 0.088
H 0.68905 -2.20372 -1.54804 0.085
H 1.74444 0.45528 -2.15532 0.102
H 1.56206 0.65135 0.17408 0.095
```

Computed properties:
lowest unoccupied orbital energy (alpha / beta) = 0.28 / 0.28 eV
total charge = 0
gap between HOMO and LUMO (alpha / beta) = 0.305 / 0.305 hartree
energy above the lowest of the compared OMol25 structures with the same formula, charge and spin = 613.7 kJ/mol
strongest force on any atom = 0.97 eV/Å

Computed, not measured: a molecular structure, C14H12AuN3S4, with ωB97M-V/def2-TZVPD.

Structure (XYZ):
```
34
Properties=species:S:1:pos:R:3:lowdin_charge:R:1
Au -0.37191 0.26606 0.77848 0.414
C 3.23664 0.99339 4.65760 -0.456
S 3.73138 -0.07806 3.29757 0.845
C 2.41340 0.08222 2.14673 -1.108
S 1.11137 1.17085 2.46868 0.532
N 2.59729 -0.67293 1.10877 -0.111
N 1.62338 -0.55620 0.14680 -0.127
C 1.94174 -1.00476 -1.00255 -0.074
C 1.07843 -0.87049 -2.18195 -0.300
C 1.23074 -1.76364 -3.23910 -0.020
C 0.41636 -1.62085 -4.34906 -0.060
C -0.50661 -0.58926 -4.36820 -0.055
C -0.57438 0.25992 -3.27214 -0.142
N 0.19999 0.13497 -2.20230 0.069
H 4.03154 0.89507 5.39564 0.030
H 2.29481 0.67125 5.09341 0.025
H 3.16642 2.02983 4.33828 0.023
H 2.91139 -1.48491 -1.11655 0.131
H 1.96602 -2.55507 -3.17942 0.114
H 0.50264 -2.30247 -5.18486 0.109
H -1.15886 -0.43431 -5.21641 0.105
H -1.28401 1.07956 -3.25037 0.114
S -1.89010 -1.31207 -0.30379 0.699
C -3.39118 -0.54240 -0.17659 -0.698
C -4.52459 -1.18114 -0.75698 -0.136
C -5.75558 -0.60373 -0.72378 -0.079
C -5.93264 0.65626 -0.09926 -0.076
C -4.87650 1.29438 0.47543 -0.136
C -3.57515 0.72157 0.46918 -0.702
S -2.32883 1.57758 1.24275 0.659
H -4.37611 -2.14186 -1.23224 0.098
H -6.60155 -1.10410 -1.17575 0.105
H -6.91407 1.11124 -0.07739 0.106
H -5.00716 2.25411 0.95768 0.099
```

Computed properties:
lowest unoccupied orbital energy (alpha / beta) = -0.37 / -2.41 eV
total charge = 0
gap between HOMO and LUMO (alpha / beta) = 0.243 / 0.211 hartree
strongest force on any atom = 0.09 eV/Å
spin multiplicity = 3
<S²> = 2.026

Computed, not measured: a molecular structure, C13H25Cl3NOP2Tc, with ωB97M-V/def2-TZVPD.

Structure (XYZ):
```
46
Properties=species:S:1:pos:R:3:lowdin_charge:R:1
C 0.69574 -0.16802 -4.47576 0.038
C 0.98902 -0.04772 -3.01906 -0.190
H 1.68472 -0.15316 -4.93974 0.140
H 0.02861 0.62072 -4.85918 0.129
H 0.12254 -1.08214 -4.69425 0.121
O 1.94723 0.11221 -2.30280 0.123
Cl -2.29460 -0.34431 -2.46611 0.160
Tc -0.77915 -0.08962 -0.82694 0.625
P 0.00156 2.06791 -0.56838 0.762
C 1.36195 2.64189 0.58065 -0.169
C 0.66196 2.84496 -2.12523 -0.215
H 0.86915 3.90822 -1.97049 0.089
H -1.16939 4.24494 -0.69971 0.083
H -0.07991 2.70075 -2.91947 0.064
H -2.28871 2.83451 -0.74905 0.047
H 2.26429 2.10036 0.27916 0.064
H 1.59157 2.31576 -2.38316 0.040
C -1.40190 3.26732 -0.26694 -0.186
H 1.54272 3.72006 0.49030 0.095
H -1.60482 3.37847 0.80619 0.056
H 1.14680 2.40206 1.62328 0.040
P 0.23098 -2.11180 -0.33955 0.762
C 1.67548 -2.44470 0.78140 -0.187
C -1.05540 -3.42185 0.01682 -0.192
H 0.18947 -2.99658 -2.63033 0.062
H 1.20619 -4.00693 -1.53978 0.086
H 1.82238 -2.43403 -2.15605 0.021
C 0.96666 -2.98211 -1.85375 -0.197
H -1.91706 -3.19766 -0.62494 0.053
H -0.68454 -4.43268 -0.21592 0.090
H 1.91806 -3.51944 0.87235 0.099
H 1.51370 -2.04104 1.78799 0.043
H -1.37602 -3.38520 1.05697 0.046
H 2.55203 -1.93919 0.34917 0.068
Cl -2.91729 -0.10347 0.18812 0.169
Cl -0.96265 2.87169 4.69942 0.803
C -0.96093 1.31325 3.99900 -0.621
C -0.92308 0.16857 4.79983 -0.008
C -0.84823 -1.06342 4.14418 0.021
C -0.80374 -1.08765 2.74453 -0.162
N -0.85580 0.01208 2.00155 -0.060
C -0.90632 1.18857 2.60856 -0.205
H -0.91833 0.27459 5.89466 0.148
H -0.76020 -2.00364 4.68515 0.138
H -0.65395 -2.02521 2.21779 0.059
H -0.82081 2.09270 1.99951 0.049
```

Computed properties:
lowest unoccupied orbital energy (alpha / beta) = -13.13 / -13.28 eV
total charge = +3
gap between HOMO and LUMO (alpha / beta) = 0.181 / 0.176 hartree
energy above the lowest of the compared OMol25 structures with the same formula, charge and spin = 119.3 kJ/mol
strongest force on any atom = 5.74 eV/Å
spin multiplicity = 4
<S²> = 3.821